Below is a single C2H2N2O2 molecule at a distorted geometry, with properties calculated with ωB97M-V/def2-TZVPD.

Cartesian coordinates (Å):
O -1.896 -0.047 -0.046
C -0.470 -0.049 0.040
C 0.511 0.937 0.041
N 1.619 0.355 -0.049
N 1.497 -0.988 -0.098
O 0.189 -1.180 0.167
H -2.009 -1.012 -0.275
H 0.559 1.986 0.221

Summary:
Spin multiplicity: 1
Kohn-Sham gap in Eh: 0.3749
SMILES: Oc1cnno1
E_HOMO in eV: -9.78
Max |F| in eV/Å: 7.65
LUMO in eV: 0.42



Below is C8H27B2MnO5 as an isolated structure at a distorted geometry, with properties calculated with ωB97M-V/def2-TZVPD.

Cartesian coordinates (Å):
Mn 5.669 1.095 19.652
C 7.538 -1.241 23.031
C 7.414 -0.492 21.687
O 6.301 -0.677 20.857
H 7.951 -2.235 22.861
H 6.553 -1.378 23.478
H 8.214 -0.776 23.748
H 8.320 -0.748 21.138
H 7.445 0.580 21.881
O 2.082 3.022 18.191
C 2.967 2.601 17.114
C 4.482 3.052 17.322
O 5.030 2.935 18.629
H 2.702 2.969 16.123
H 2.963 1.511 17.135
H 4.524 4.098 17.019
H 5.120 2.476 16.651
B 4.134 -0.969 18.854
H 4.410 0.053 18.645
H 4.956 -1.659 18.743
H 3.712 -0.950 19.847
H 3.332 -1.283 18.205
B 4.116 1.893 21.271
H 5.086 2.330 21.092
H 3.772 1.490 20.331
H 4.196 1.196 22.090
H 3.436 2.704 21.485
C 8.076 3.107 20.623
O 7.635 2.047 19.836
C 8.399 1.974 18.627
C 8.183 0.577 17.987
O 6.760 0.358 17.997
C 6.349 0.076 16.637
H 7.419 3.288 21.473
H 8.096 4.044 20.066
H 9.063 2.861 21.015
H 9.475 2.144 18.680
H 8.040 2.660 17.860
H 8.706 -0.150 18.608
H 8.703 0.594 17.030
H 5.274 -0.094 16.586
H 6.858 -0.765 16.167
H 6.578 0.909 15.972

Summary:
Spin multiplicity: 7
Charge: -2
Kohn-Sham gap (alpha / beta) in Eh: 0.1842 / 0.2028
E_HOMO (alpha / beta) in eV: -0.10 / -0.63
Max |F| in eV/Å: 4.83
LUMO (alpha / beta) in eV: 4.91 / 4.89



Below is C18H11Cl5N4O2PdS as an isolated structure, with properties calculated with ωB97M-V/def2-TZVPD.

Cartesian coordinates (Å):
Pd 0.126 -0.250 -0.517
Cl -1.484 -2.094 -0.277
C -2.402 -0.809 -1.061
C -1.617 0.306 -1.262
C -2.244 1.395 -1.845
Cl -1.375 2.873 -2.109
C -3.591 1.330 -2.220
Cl -4.350 2.687 -2.955
C -4.335 0.169 -2.002
Cl -5.987 0.087 -2.463
C -3.731 -0.935 -1.400
Cl -4.586 -2.389 -1.090
O 0.612 0.142 1.955
N 1.634 -0.480 2.318
N 2.254 -1.123 1.394
O 1.880 -1.178 0.117
C 3.430 -1.853 1.746
C 4.054 -2.610 0.767
C 5.199 -3.326 1.090
C 5.716 -3.288 2.374
C 5.080 -2.523 3.344
C 3.939 -1.802 3.041
H 3.638 -2.630 -0.228
H 5.686 -3.918 0.325
H 6.609 -3.847 2.620
H 5.477 -2.485 4.350
H 3.442 -1.206 3.791
N 3.287 5.292 -3.257
C 3.545 4.789 -2.038
S 4.676 5.396 -1.023
C 2.736 3.585 -1.688
C 2.474 2.600 -2.634
C 1.716 1.504 -2.272
N 1.219 1.365 -1.043
C 1.481 2.295 -0.117
C 2.239 3.413 -0.404
H 3.783 6.119 -3.545
H 2.484 4.999 -3.787
H 2.871 2.664 -3.638
H 1.487 0.719 -2.978
H 1.070 2.112 0.866
H 2.446 4.146 0.362

Summary:
Spin multiplicity: 1
Kohn-Sham gap in Eh: 0.2602
E_HOMO in eV: -7.95
Max |F| in eV/Å: 0.11
LUMO in eV: -0.87



Below is a 2-piece molecular cluster, C9H19N3S overall at a distorted geometry, with properties calculated with ωB97M-V/def2-TZVPD.

Cartesian coordinates (Å):
C -0.005 1.173 1.668
C -0.364 -2.032 0.154
C 0.751 0.620 -0.484
C 1.227 1.270 0.850
C 1.592 2.757 0.709
C 2.396 0.506 1.488
C -3.023 -0.062 -0.835
C -0.233 -4.313 -1.239
C -1.630 0.390 -1.251
N -0.953 0.603 1.016
N -0.176 -2.243 1.300
N -0.613 0.109 -0.224
S -0.460 -2.518 -1.421
H -0.125 1.564 2.667
H 0.732 1.356 -1.293
H 1.404 -0.198 -0.781
H 2.448 2.859 0.048
H 1.866 3.176 1.674
H 0.767 3.337 0.301
H 3.273 0.615 0.860
H 2.169 -0.554 1.591
H 2.633 0.910 2.468
H -3.031 -1.101 -0.505
H -3.453 0.570 -0.058
H -3.676 0.017 -1.699
H 0.751 -4.531 -0.838
H -0.317 -4.698 -2.254
H -1.019 -4.736 -0.622
H -1.642 1.467 -1.461
H -1.318 -0.122 -2.161
H -1.920 0.477 1.321
H -0.143 -2.140 2.293

Summary:
Spin multiplicity: 1
Charge: +2
Kohn-Sham gap in Eh: 0.3552
E_HOMO in eV: -17.64
Max |F| in eV/Å: 2.40
LUMO in eV: -7.98



Below is C32H33N9PS5SiTl as an isolated structure, with properties calculated with ωB97M-V/def2-TZVPD.

Cartesian coordinates (Å):
Tl 0.564 -1.613 1.592
C -6.220 -1.799 3.561
N -5.084 -2.608 3.167
C -5.048 -3.969 3.048
C -3.787 -4.268 2.605
N -3.061 -3.129 2.445
C -3.848 -2.139 2.781
P -3.513 -0.345 2.713
C -3.129 -0.250 0.916
N -3.364 -1.232 0.063
C -3.159 -0.707 -1.182
C -2.825 0.614 -1.086
N -2.840 0.907 0.249
C -2.599 2.213 0.827
C -1.940 -0.211 3.666
N -1.157 -1.205 4.050
C -0.268 -0.675 4.941
C -0.519 0.654 5.112
N -1.597 0.942 4.326
C -2.142 2.267 4.152
H -7.044 -2.448 3.850
H -6.541 -1.166 2.733
H -5.961 -1.156 4.400
H -5.900 -4.590 3.275
H -3.352 -5.233 2.395
H -3.262 -1.310 -2.071
H -2.569 1.357 -1.825
H -2.685 2.967 0.047
H -1.599 2.249 1.260
H -3.351 2.418 1.590
H 0.516 -1.279 5.371
H -0.027 1.413 5.700
H -2.375 2.708 5.123
H -3.055 2.204 3.569
H -1.425 2.898 3.624
S 8.555 -1.095 3.548
C 6.921 -1.195 3.180
S 6.238 -0.803 1.664
C 4.540 -1.186 1.979
C 4.287 -1.606 3.250
S 2.783 -2.052 3.965
S 5.716 -1.707 4.283
S 3.458 -1.001 0.647
N 2.646 -0.752 -5.902
C 2.839 -1.048 -7.230
C 3.530 -0.402 -8.248
C 3.510 -1.005 -9.494
C 2.826 -2.210 -9.706
C 2.137 -2.844 -8.686
C 2.145 -2.254 -7.424
N 1.563 -2.663 -6.241
C 1.878 -1.753 -5.359
C 1.463 -1.740 -3.954
C 0.793 -2.833 -3.412
C 0.415 -2.788 -2.081
N 0.645 -1.747 -1.290
C 1.280 -0.700 -1.806
C 1.707 -0.653 -3.123
H 3.042 0.017 -5.393
H 4.064 0.523 -8.074
H 4.036 -0.540 -10.318
H 2.843 -2.656 -10.693
H 1.612 -3.776 -8.853
H 0.583 -3.688 -4.040
H -0.110 -3.620 -1.619
H 1.455 0.128 -1.122
H 2.211 0.236 -3.480
C 1.996 4.575 0.537
Si 0.777 3.972 1.840
C -0.718 5.130 1.622
C 1.441 4.394 3.553
C 0.388 2.229 1.688
C 0.285 1.001 1.569
H 2.235 5.635 0.665
H 1.568 4.438 -0.460
H 2.925 4.000 0.580
H -0.396 6.173 1.703
H -1.495 4.967 2.377
H -1.181 5.003 0.638
H 1.803 5.426 3.608
H 2.268 3.728 3.815
H 0.661 4.264 4.310

Summary:
Spin multiplicity: 1
Charge: -2
Kohn-Sham gap in Eh: 0.1420
E_HOMO in eV: -0.32
Max |F| in eV/Å: 0.68
LUMO in eV: 3.54



Below is C39H36Cl2F3IN11O2P2RbS as an isolated structure, with properties calculated with ωB97M-V/def2-TZVPD.

Cartesian coordinates (Å):
Rb 0.740 0.843 0.180
Cl 5.345 4.757 -4.436
C 3.922 3.807 -4.095
C 4.035 2.671 -3.314
C 2.942 1.860 -3.002
N 3.195 0.721 -2.214
C 3.384 1.008 -0.945
O 3.156 2.081 -0.342
C 3.984 -0.113 -0.104
C 4.845 -1.044 -0.687
C 5.538 -1.918 0.130
C 5.333 -1.856 1.502
C 4.406 -0.942 1.980
N 3.746 -0.089 1.208
C 1.673 2.221 -3.515
C 1.583 3.375 -4.300
C 2.681 4.164 -4.590
Cl 2.474 5.583 -5.583
N 0.501 1.476 -3.353
C -0.333 1.898 -2.436
O -0.149 2.733 -1.513
C -1.708 1.248 -2.490
C -2.172 0.609 -3.635
C -3.428 0.026 -3.613
C -4.178 0.085 -2.451
C -3.641 0.750 -1.361
N -2.446 1.332 -1.380
H 5.002 2.399 -2.912
H 4.953 -1.033 -1.763
H 6.235 -2.633 -0.293
H 5.857 -2.511 2.187
H 4.181 -0.889 3.043
H 0.613 3.652 -4.689
H -1.518 0.557 -4.494
H -3.805 -0.498 -4.483
H -5.139 -0.405 -2.363
H -4.179 0.777 -0.419
F -5.976 -3.157 -1.723
C -4.927 -4.001 -1.663
F -5.115 -4.853 -2.717
F -5.103 -4.765 -0.574
C -3.596 -3.327 -1.741
C -2.800 -3.570 -2.847
C -1.574 -2.938 -2.969
C -1.197 -2.095 -1.928
N -1.928 -1.863 -0.854
C -3.160 -2.427 -0.721
S -4.139 -1.948 0.591
H -3.148 -4.245 -3.618
H -0.935 -3.077 -3.830
H -0.231 -1.592 -1.969
C 2.179 -3.519 1.651
P 0.751 -2.934 0.636
C 0.731 -4.316 -0.580
C -0.602 -3.419 1.788
C -1.214 -4.669 1.701
C -2.214 -5.048 2.581
C -2.609 -4.181 3.586
C -2.018 -2.933 3.676
C -1.031 -2.529 2.782
P -0.355 -0.823 2.845
C -1.821 0.154 3.348
C 0.579 -0.861 4.429
H 2.031 -4.544 2.003
H 2.318 -2.863 2.511
H 3.087 -3.467 1.048
H 0.956 -5.287 -0.133
H 1.491 -4.091 -1.331
H -0.232 -4.359 -1.088
H -0.922 -5.359 0.922
H -2.696 -6.011 2.469
H -3.403 -4.458 4.269
H -2.361 -2.245 4.439
H -2.185 -0.089 4.349
H -2.614 -0.026 2.619
H -1.543 1.212 3.321
H -0.047 -1.180 5.266
H 0.967 0.145 4.613
H 1.423 -1.546 4.339
N 1.841 4.395 0.401
C 2.028 5.260 1.380
N 2.431 6.527 1.022
N 1.886 5.043 2.680
C 1.684 3.799 3.111
N 1.515 2.758 3.599
H 2.243 4.497 -0.518
H 1.578 3.459 0.624
H 2.090 6.858 0.134
H 2.363 7.187 1.777
I -4.185 5.805 3.310
C -2.917 4.611 2.200
C -3.237 3.857 1.090
N -2.102 3.257 0.707
N -1.068 3.572 1.488
C -1.546 4.393 2.409
H -4.166 3.705 0.565
H -1.981 2.624 -0.101
H -0.899 4.795 3.173

Summary:
Spin multiplicity: 1
Charge: -2
Kohn-Sham gap in Eh: 0.2068
E_HOMO in eV: -2.36
Max |F| in eV/Å: 0.60
LUMO in eV: 3.27



Below is a 2-piece molecular cluster, C18H27N2O6S overall at a distorted geometry, with properties calculated with ωB97M-V/def2-TZVPD.

Cartesian coordinates (Å):
C 1.463 -2.258 1.528
N 0.899 -2.355 0.187
C -0.538 -2.068 0.120
C -0.897 -0.574 -0.034
C -1.200 -0.020 1.391
C -2.688 0.234 1.748
C -3.052 1.706 2.021
N -3.915 2.325 1.000
C -1.976 -0.313 -1.028
O -2.623 -1.008 -1.710
O -2.034 1.088 -1.091
C -0.700 1.556 -1.056
O -0.608 2.620 -0.149
S -0.466 2.313 -2.748
C 0.200 0.323 -0.713
C 0.863 -0.284 -1.928
C 2.168 0.425 -2.385
C 2.867 1.158 -1.276
C 3.518 0.438 -0.269
C 4.133 1.086 0.797
C 4.117 2.481 0.884
C 3.496 3.207 -0.127
C 2.877 2.553 -1.191
H 1.033 -2.983 2.225
H 1.353 -1.247 1.908
H 2.537 -2.431 1.463
H 1.020 -3.300 -0.150
H -1.061 -2.519 0.964
H -0.917 -2.600 -0.751
H -0.659 0.899 1.591
H -0.822 -0.733 2.110
H -2.883 -0.285 2.682
H -3.381 -0.195 1.027
H -3.565 1.751 2.981
H -2.153 2.310 2.123
H -4.134 1.659 0.277
H -3.445 3.115 0.589
H 0.253 2.550 0.279
H -0.265 3.590 -2.409
H 0.882 0.517 0.107
H 1.111 -1.319 -1.750
H 0.173 -0.297 -2.773
H 2.836 -0.322 -2.808
H 1.954 1.134 -3.175
H 3.531 -0.643 -0.285
H 4.614 0.523 1.583
H 4.579 2.981 1.719
H 3.477 4.286 -0.068
H 2.377 3.127 -1.958
C -2.663 -5.188 -0.113
O -1.944 -5.158 -1.145
O -3.663 -4.171 -0.118
O -2.619 -5.907 0.884
H -3.462 -3.775 -0.977

Summary:
Spin multiplicity: 1
Charge: -1
Kohn-Sham gap in Eh: 0.2396
E_HOMO in eV: -4.43
Max |F| in eV/Å: 1.78
LUMO in eV: 2.09



Below is a single C3HBrF2 molecule at a distorted geometry, with properties calculated with ωB97M-V/def2-TZVPD.

Cartesian coordinates (Å):
C -1.910 -0.478 0.021
C -0.802 -0.052 0.054
C 1.028 0.448 0.015
F 1.360 1.147 1.110
F 1.227 1.096 -1.071
Br 1.894 -1.168 0.036
H -2.797 -0.992 -0.166

Summary:
Spin multiplicity: 1
Kohn-Sham gap in Eh: 0.4142
SMILES: C#CC(F)(F)Br
E_HOMO in eV: -10.62
Max |F| in eV/Å: 5.81
LUMO in eV: 0.65



Below is C19H23BiIN5O5 as an isolated structure at a distorted geometry, with properties calculated with ωB97M-V/def2-TZVPD.

Cartesian coordinates (Å):
C 1.677 0.260 -5.121
I -2.421 -0.410 -3.761
H 0.624 -0.079 -5.330
H 2.372 -0.600 -5.198
H 2.064 0.971 -5.885
C -1.337 4.128 -0.375
C -2.566 3.781 -0.776
N -2.476 2.485 -1.263
C -1.185 2.024 -1.227
N -0.494 3.060 -0.659
H -0.975 5.027 0.080
H -3.500 4.305 -0.768
C 2.134 -3.851 -0.627
C 0.959 -2.148 -1.547
N 1.915 -2.476 -0.633
H 1.164 -5.412 -1.873
N 0.603 -3.335 -2.118
H 2.837 -4.319 0.031
Bi -0.298 -0.039 -1.891
C 1.534 0.642 -3.751
O 1.988 1.469 -3.016
C 1.321 -4.388 -1.555
C -0.427 -3.532 -3.093
H -1.414 -3.696 -2.624
H -0.191 -4.423 -3.694
H -0.532 -2.672 -3.768
C 2.638 -1.598 0.250
H 3.651 -2.003 0.409
H 2.140 -1.532 1.235
H 2.707 -0.591 -0.175
C 0.922 3.098 -0.339
H 1.210 4.150 -0.227
H 1.518 2.636 -1.139
H 1.132 2.560 0.598
C -3.661 1.819 -1.728
H -3.402 0.820 -2.120
H -4.117 2.393 -2.542
H -4.400 1.696 -0.923
O -1.129 -1.244 0.739
C -0.412 -0.361 1.286
O 0.341 0.468 0.644
C -0.396 -0.223 2.817
C -0.362 1.073 3.380
C -0.235 1.269 4.759
C -0.143 0.144 5.608
C -0.203 -1.156 5.070
C -0.352 -1.327 3.690
N 0.047 0.353 7.005
O 0.103 1.525 7.441
O 0.167 -0.643 7.750
H -0.414 1.954 2.729
H -0.189 2.277 5.187
H -0.124 -1.998 5.755
H -0.412 -2.332 3.284

Summary:
Spin multiplicity: 1
Charge: -2
Kohn-Sham gap (alpha / beta) in Eh: 0.1248 / 0.1232
E_HOMO (alpha / beta) in eV: 0.59 / 0.79
Max |F| in eV/Å: 3.90
LUMO (alpha / beta) in eV: 3.98 / 4.14



Below is C16H25Br4F3MgN2NaO8S as an isolated structure at a distorted geometry, with properties calculated with ωB97M-V/def2-TZVPD.

Cartesian coordinates (Å):
O 3.195 -3.548 3.577
S 2.254 -3.979 4.601
O 2.948 -4.715 5.626
O 1.167 -4.833 3.879
C -0.222 -4.565 4.282
O -0.947 -5.502 3.554
C -0.638 -3.127 3.964
C 0.492 -2.076 4.016
C 1.455 -2.403 5.163
F 0.753 -2.565 6.335
H -0.343 -4.791 5.350
H -1.791 -5.113 3.293
H -1.378 -2.860 4.728
H -1.138 -3.059 2.992
H 1.047 -2.085 3.074
H 0.076 -1.080 4.194
H 2.222 -1.611 5.294
O 1.304 -3.313 1.127
H 0.786 -4.121 1.045
H 2.012 -3.548 1.739
Na 3.842 -3.056 6.280
C 3.498 -0.016 2.215
Br 3.617 0.487 4.088
Br 1.775 0.428 1.449
Br 4.855 0.765 1.150
H 3.644 -1.092 2.133
F 4.477 -1.247 -0.056
C 0.439 -0.115 -2.468
C -0.242 0.323 -1.248
N -0.778 0.668 -0.287
H -0.212 0.020 -3.329
H 1.344 0.472 -2.635
H 0.716 -1.166 -2.383
Mg 3.607 2.287 -0.372
Br 1.712 -5.219 8.286
C 0.788 6.192 -3.060
C 0.560 4.724 -3.455
C -0.282 4.074 -2.342
O 1.728 4.068 -3.625
H 1.353 6.236 -2.123
H 1.357 6.707 -3.837
H -0.153 6.730 -2.919
H -0.092 4.735 -4.357
H 0.273 4.103 -1.396
H -0.497 3.040 -2.591
H -1.235 4.589 -2.199
F 6.158 -0.208 -1.652
C -3.861 -0.185 -5.029
C -4.610 -0.111 -3.860
C -4.691 1.083 -3.158
C -4.016 2.185 -3.654
C -3.258 2.136 -4.813
C -3.184 0.933 -5.502
N -4.102 3.467 -2.921
O -4.736 3.484 -1.880
O -3.517 4.422 -3.401
H -3.803 -1.120 -5.574
H -5.133 -0.985 -3.493
H -5.264 1.164 -2.245
H -2.737 3.018 -5.160
H -2.596 0.872 -6.409

Summary:
Spin multiplicity: 1
Charge: -1
Kohn-Sham gap in Eh: 0.1395
E_HOMO in eV: -4.86
Max |F| in eV/Å: 2.86
LUMO in eV: -1.06